[1]
The following is a DFT calculation (ωB97M-V/def2-TZVPD) of C12H21N4O13V as an isolated structure.

Each line ends with the Löwdin charge.
CARTESIAN COORDINATES (ANGSTROEM)
V -3.82 3.66 0.98  1.02
O 1.83 0.45 2.75  -0.07
O 2.87 -4.47 -6.66  0.06
O -2.19 2.35 1.06  -0.30
O -1.10 4.01 5.25  -0.34
O 3.72 -0.55 3.13  -0.13
O -3.12 5.04 0.69  -0.35
O -3.00 -0.91 1.84  0.08
O 3.09 1.15 4.34  -0.05
O -4.33 -2.59 1.75  0.02
O 2.27 -5.73 -5.01  0.07
O -4.58 3.21 -0.33  -0.41
O -0.23 -1.71 2.24  0.12
O -0.18 -2.65 0.32  -0.02
N 2.89 0.35 3.41  -0.63
N -3.57 -1.78 1.23  -0.44
N 0.34 -2.33 1.40  -0.42
N 2.52 -4.65 -5.51  -0.36
C 2.27 -3.44 -4.69  -0.15
C -1.55 2.24 -0.18  -0.43
C -3.42 -1.75 -0.25  0.05
C -0.38 1.25 -0.11  -0.07
C 1.91 -3.61 -3.37  -0.01
C 2.45 -2.18 -5.23  -0.02
C 1.77 -2.63 1.59  0.03
C -0.51 5.11 3.18  -0.14
C 1.73 -1.23 -3.11  -0.04
C -0.92 5.21 4.65  -0.60
C 2.18 -1.09 -4.42  -0.07
C 1.64 -2.51 -2.57  -0.04
H -1.25 4.56 2.60  0.02
H 0.41 4.52 3.09  0.06
H 2.41 -0.08 -4.75  0.11
H -4.34 -2.20 -0.61  0.09
H 1.84 -3.71 1.66  0.09
H -0.26 6.02 2.61  0.05
H -2.26 1.84 -0.93  0.09
H 1.68 -0.42 -2.39  0.11
H -1.87 5.80 4.65  0.06
H -0.18 5.79 5.24  0.07
H 2.18 -2.12 2.47  0.07
H -3.49 -0.69 -0.49  0.09
H -0.70 0.21 -0.08  0.05
H -1.17 3.20 -0.56  0.10
H 2.83 -2.04 -6.23  0.11
H 0.30 1.58 0.67  0.08
H -2.49 -2.22 -0.54  0.08
H 2.40 -2.31 0.76  0.09
H 1.47 -2.74 -1.52  0.08
H 1.81 -4.58 -2.91  0.12
H 0.09 1.36 -1.10  0.06

Properties
Total charge = -2
Orbital gap = 2.81 eV
Molecular weight = 480.26 g/mol
Maximum force = 5.04 eV/A

---

[2]
The following is a DFT calculation (ωB97M-V/def2-TZVPD) of one molecule with the formula C12H21N7O3.

Each line ends with the Löwdin charge.
CARTESIAN COORDINATES (ANGSTROEM)
O -1.01 2.05 -1.28  0.09
O 0.90 -2.56 -1.55  0.12
O 0.62 -2.18 0.48  0.11
N -3.01 -0.86 0.27  0.04
N -0.56 0.23 0.13  0.09
N 4.35 1.69 1.14  0.05
N -2.45 3.27 0.42  0.00
N 4.58 -0.53 0.05  -0.03
N 5.43 0.00 2.39  0.03
N -4.72 -1.87 1.17  0.00
C 4.84 0.51 1.08  -0.53
C -3.81 1.43 -0.61  -0.05
C 0.55 -1.73 -0.77  -0.59
C -4.12 0.02 0.05  -0.20
C -2.58 1.79 0.28  -0.37
C 4.26 0.06 -1.40  -0.20
C -5.26 -0.63 0.64  0.00
C 0.38 -0.33 -0.81  -0.41
C -1.32 1.34 -0.39  -0.48
C 1.65 0.32 -0.69  -0.11
C -3.43 -1.94 0.83  -0.25
C 2.83 -0.46 -1.59  -0.20
H 1.41 1.34 -1.41  0.20
H 3.04 -1.61 -1.57  0.13
H -4.74 2.03 -0.31  0.13
H -1.46 3.42 0.92  0.13
H 1.72 0.36 0.35  0.09
H 6.34 -0.42 2.26  0.04
H -2.77 -2.72 1.35  0.16
H -2.70 1.47 1.40  0.17
H -6.34 -0.40 0.73  0.11
H -1.29 -0.40 0.70  0.16
H 0.07 -0.28 -1.93  0.20
H 4.91 -0.30 -2.26  0.12
H -3.56 1.65 -1.67  0.13
H -2.34 3.67 -0.57  0.10
H 0.55 -1.33 1.01  0.13
H 2.43 -0.30 -2.63  0.12
H -5.26 -2.84 1.30  0.21
H 5.14 0.88 3.08  0.14
H 3.91 -1.50 0.30  0.21
H 4.10 1.18 -1.41  0.10
H 3.47 1.87 0.41  0.10

Properties
Total charge = 0
ΔE to the lowest compared entry with this formula, charge and spin = 828.62 kJ/mol
Structure (SMILES) = [H]/N=C(/N)NCCC[C@H](NC(=O)[C@@H](N)Cc1c[nH]cn1)C(=O)O
Orbital gap = 9.31 eV
Molecular weight = 311.35 g/mol
Maximum force = 6.18 eV/A

---

[3]
The following is a DFT calculation (ωB97M-V/def2-TZVPD) of one molecule with the formula C12H21N7O3.

Each line ends with the Löwdin charge.
CARTESIAN COORDINATES (ANGSTROEM)
O -1.33 1.66 0.21  0.09
O -0.78 4.75 -1.21  0.13
O 0.42 4.35 0.61  0.04
N 1.29 0.08 -4.96  0.04
N 1.50 0.29 -2.74  0.07
N -2.23 -5.01 2.40  0.07
N 1.04 1.78 -0.43  0.09
N -1.13 -5.44 4.39  0.10
N -0.04 -4.20 2.63  0.01
N 1.30 0.39 2.01  0.04
C 0.47 1.15 -4.60  -0.03
C 0.02 4.04 -0.70  -0.47
C 1.87 -0.37 -3.83  -0.21
C -1.02 -0.51 1.95  -0.17
C 0.70 2.87 -1.37  -0.27
C -1.14 -4.83 3.26  -0.57
C 0.54 1.23 -3.19  -0.21
C -0.75 -1.76 2.93  -0.13
C -0.26 -2.95 1.98  -0.25
C -0.14 2.35 -2.43  -0.12
C -0.21 1.19 0.23  -0.30
C 0.22 -0.08 1.10  -0.32
H -0.31 5.09 0.83  0.19
H 1.61 -0.44 2.71  0.12
H -0.63 3.08 -3.19  0.17
H -2.86 -5.79 2.78  0.12
H 1.42 -0.17 -5.95  0.17
H -0.97 -3.09 1.16  0.10
H 0.73 -4.04 3.24  0.11
H -1.62 -1.99 3.52  0.09
H -0.99 1.91 -1.93  0.11
H 1.60 3.20 -1.73  0.14
H -2.15 -5.13 1.35  0.12
H 1.46 1.01 -1.01  0.09
H -1.93 -0.73 1.32  0.12
H -0.25 -5.30 4.90  0.04
H 0.56 -0.77 0.34  0.11
H 0.59 -2.48 1.41  0.11
H 0.01 1.71 -5.35  0.09
H 2.54 -1.27 -3.84  0.14
H 0.25 -1.31 3.54  0.14
H -1.39 0.38 2.47  0.10
H 1.93 0.83 1.40  0.02

Properties
Total charge = 0
ΔE to the lowest compared entry with this formula, charge and spin = 356.96 kJ/mol
Structure (SMILES) = [H]/N=C(/N)NCCC[C@H](N)C(=O)N[C@@H](Cc1c[nH]cn1)C(=O)O
Orbital gap = 9.34 eV
Molecular weight = 311.35 g/mol
Maximum force = 4.74 eV/A

---

[4]
The following is a DFT calculation (ωB97M-V/def2-TZVPD) of one molecule with the formula C12H21NO.

Each line ends with the Löwdin charge.
CARTESIAN COORDINATES (ANGSTROEM)
O 0.87 -0.50 -4.42  -0.07
N 1.68 0.60 -0.46  -0.17
C 0.85 1.40 -2.75  -0.03
C 1.08 0.07 -3.15  -0.34
C -2.11 -1.70 -0.26  -0.10
C 1.24 -1.07 -2.34  -0.08
C 1.46 -0.85 -1.04  0.04
C 1.99 1.51 -1.56  -0.10
C -2.29 -2.09 1.26  -0.26
C -0.64 1.21 1.38  -0.19
C -2.24 -1.01 2.23  -0.18
C 0.81 1.76 1.45  -0.24
C 1.84 1.01 0.78  -0.37
C -0.74 -0.23 2.24  -0.13
H 2.91 1.42 0.90  0.15
H 2.04 -0.07 1.40  0.18
H 0.54 2.76 0.86  0.14
H -0.86 0.71 0.32  0.09
H 1.77 2.54 -1.11  0.13
H -1.07 -1.18 -0.55  0.07
H -0.39 0.15 3.31  0.12
H -0.28 1.38 -2.38  0.20
H -1.68 1.73 1.47  0.12
H 1.17 1.89 -3.55  0.07
H 1.14 1.92 2.52  0.13
H 3.00 1.60 -1.79  0.10
H -2.81 -0.22 2.01  0.06
H -0.09 -1.08 1.82  0.09
H -2.87 -0.87 -0.51  0.09
H 1.23 -2.06 -2.49  0.09
H 1.70 -1.60 -0.22  0.14
H -1.49 -2.71 1.27  0.06
H -2.32 -2.41 -0.98  0.03
H -2.17 -1.40 3.11  0.04
H -3.28 -2.60 1.23  0.13

Properties
Total charge = 0
ΔE to the lowest compared entry with this formula, charge and spin = 887.41 kJ/mol
Structure (SMILES) = CCCCCCCN1C=CC(=O)CC1
Orbital gap = 8.47 eV
Molecular weight = 195.31 g/mol
Maximum force = 12.17 eV/A

---

What did the first record say?
The following is a DFT calculation (ωB97M-V/def2-TZVPD) of C12H21N4O13V as an isolated structure.

Each line ends with the Löwdin charge.
CARTESIAN COORDINATES (ANGSTROEM)
V -3.82 3.66 0.98  1.02
O 1.83 0.45 2.75  -0.07
O 2.87 -4.47 -6.66  0.06
O -2.19 2.35 1.06  -0.30
O -1.10 4.01 5.25  -0.34
O 3.72 -0.55 3.13  -0.13
O -3.12 5.04 0.69  -0.35
O -3.00 -0.91 1.84  0.08
O 3.09 1.15 4.34  -0.05
O -4.33 -2.59 1.75  0.02
O 2.27 -5.73 -5.01  0.07
O -4.58 3.21 -0.33  -0.41
O -0.23 -1.71 2.24  0.12
O -0.18 -2.65 0.32  -0.02
N 2.89 0.35 3.41  -0.63
N -3.57 -1.78 1.23  -0.44
N 0.34 -2.33 1.40  -0.42
N 2.52 -4.65 -5.51  -0.36
C 2.27 -3.44 -4.69  -0.15
C -1.55 2.24 -0.18  -0.43
C -3.42 -1.75 -0.25  0.05
C -0.38 1.25 -0.11  -0.07
C 1.91 -3.61 -3.37  -0.01
C 2.45 -2.18 -5.23  -0.02
C 1.77 -2.63 1.59  0.03
C -0.51 5.11 3.18  -0.14
C 1.73 -1.23 -3.11  -0.04
C -0.92 5.21 4.65  -0.60
C 2.18 -1.09 -4.42  -0.07
C 1.64 -2.51 -2.57  -0.04
H -1.25 4.56 2.60  0.02
H 0.41 4.52 3.09  0.06
H 2.41 -0.08 -4.75  0.11
H -4.34 -2.20 -0.61  0.09
H 1.84 -3.71 1.66  0.09
H -0.26 6.02 2.61  0.05
H -2.26 1.84 -0.93  0.09
H 1.68 -0.42 -2.39  0.11
H -1.87 5.80 4.65  0.06
H -0.18 5.79 5.24  0.07
H 2.18 -2.12 2.47  0.07
H -3.49 -0.69 -0.49  0.09
H -0.70 0.21 -0.08  0.05
H -1.17 3.20 -0.56  0.10
H 2.83 -2.04 -6.23  0.11
H 0.30 1.58 0.67  0.08
H -2.49 -2.22 -0.54  0.08
H 2.40 -2.31 0.76  0.09
H 1.47 -2.74 -1.52  0.08
H 1.81 -4.58 -2.91  0.12
H 0.09 1.36 -1.10  0.06

Properties
Total charge = -2
Orbital gap = 2.81 eV
Molecular weight = 480.26 g/mol
Maximum force = 5.04 eV/A

---

- orbital gap of number 2 (C12H21N7O3)?
  9.31 eV